# 1
Formula: C23H48N2O2P2Pb
Source: OMol25
Level of theory: the ωB97M-V functional and the def2-TZVPD basis

```
78
Properties=species:S:1:pos:R:3:forces:R:3:mulliken_charge:R:1
Pb 0.179 -0.871 -0.872 -0.89 -0.16 1.17 1.03
C 1.154 -0.353 -2.967 4.50 0.53 -5.60 0.40
O 1.857 -0.341 -3.890 -3.35 -0.09 4.22 -0.10
C 0.788 1.762 -0.178 1.15 2.92 -0.29 0.25
O 1.145 2.845 -0.192 -1.03 -2.81 0.19 -0.18
P -2.089 0.640 -1.480 -2.39 0.04 -1.96 0.09
C -3.369 1.365 -0.330 0.36 -0.02 0.66 0.66
H -4.233 1.696 -0.933 0.63 -0.15 -0.19 0.77
C -1.828 1.913 -2.822 0.93 0.30 0.51 0.94
H -1.032 2.532 -2.369 -0.18 0.05 -0.27 0.27
C -2.949 -0.825 -2.264 0.21 -0.11 0.56 0.46
H -3.169 -1.463 -1.390 0.07 0.10 -0.15 0.49
C 2.624 -2.972 0.190 -0.72 0.09 -0.11 0.35
P 2.428 -1.224 0.802 2.50 -1.63 0.55 0.36
H 3.494 -1.626 2.944 -0.21 0.29 -0.48 0.95
H 1.732 -3.480 0.592 0.17 0.10 -0.07 0.44
C 4.025 -0.347 0.344 -0.51 0.67 -0.22 0.45
H 4.814 -1.104 0.455 -0.37 -0.19 0.13 0.56
C -1.276 1.345 -4.129 0.23 0.10 -0.40 -1.48
H -2.063 0.998 -4.816 0.24 0.04 0.36 0.31
H -0.559 0.529 -3.976 -0.35 0.15 -0.17 -0.01
H -0.724 2.145 -4.648 -0.27 -0.26 0.13 0.52
C -3.053 2.812 -3.049 -0.53 0.20 0.23 -1.45
H -2.982 3.301 -4.034 0.08 -0.26 0.32 0.43
H -3.100 3.615 -2.300 -0.10 -0.26 -0.28 0.38
H -3.998 2.248 -3.016 0.37 0.32 -0.20 0.30
C -4.297 -0.441 -2.891 -0.38 0.06 -0.27 -1.64
H -4.947 0.113 -2.196 0.22 -0.24 -0.31 0.38
H -4.834 -1.365 -3.169 0.24 0.33 0.12 0.46
H -4.174 0.147 -3.816 -0.01 -0.22 0.39 0.32
C -2.085 -1.641 -3.237 -0.32 -0.41 -0.20 -1.32
H -2.399 -2.697 -3.191 0.10 0.40 -0.17 0.42
H -1.003 -1.645 -3.015 -0.10 -0.03 -0.04 0.31
H -2.186 -1.293 -4.277 0.07 -0.13 0.41 0.30
C -3.890 0.297 0.653 -0.12 -0.08 -0.04 -1.31
H -4.764 -0.235 0.231 0.52 0.16 0.34 0.28
H -4.206 0.776 1.595 0.01 -0.18 -0.39 0.38
H -3.106 -0.446 0.884 -0.43 0.12 0.05 0.29
C -2.767 2.591 0.370 -0.09 0.08 0.08 -1.18
H -1.949 2.269 1.032 -0.26 0.25 -0.19 -0.11
H -3.546 3.094 0.967 0.30 -0.18 -0.16 0.54
H -2.379 3.332 -0.343 -0.06 -0.18 0.25 0.35
C 3.869 -3.634 0.804 0.44 -0.20 0.10 -1.79
H 4.094 -3.293 1.826 -0.04 -0.21 -0.43 0.45
H 4.753 -3.462 0.170 -0.26 -0.01 0.26 0.44
H 3.706 -4.724 0.848 0.06 0.41 -0.05 0.44
C 2.613 -3.128 -1.333 0.37 -0.23 0.00 -1.22
H 3.465 -2.624 -1.807 -0.22 -0.26 0.09 0.25
C 1.941 -0.150 3.324 0.03 0.37 0.30 -1.61
H 1.690 -2.779 -1.823 -0.04 -0.04 0.01 0.19
H 2.664 -4.199 -1.574 0.05 0.30 -0.01 0.50
C 1.597 -2.652 3.124 0.02 -0.01 -0.08 -1.62
H 0.866 -0.221 3.525 0.20 -0.18 0.06 0.52
H 2.466 0.005 4.280 -0.28 -0.02 -0.28 0.36
H 2.078 0.754 2.714 0.18 -0.25 0.18 0.13
C 2.443 -1.439 2.660 -0.80 0.04 0.15 0.47
H 1.281 -2.484 4.169 0.16 -0.14 -0.48 0.45
H 2.146 -3.611 3.086 -0.31 0.52 -0.06 0.32
H 0.693 -2.734 2.493 0.15 -0.12 0.42 0.30
C 4.306 0.830 1.282 0.07 0.06 0.15 -1.41
H 3.531 1.606 1.157 0.35 -0.15 0.10 0.24
H 5.276 1.273 1.007 -0.34 -0.12 0.13 0.46
H 4.352 0.531 2.338 0.09 0.17 -0.35 0.38
C 4.016 0.153 -1.103 0.09 0.11 -0.22 -1.14
H 3.653 -0.571 -1.841 0.25 0.05 0.22 0.11
H 5.049 0.423 -1.379 -0.42 -0.05 -0.03 0.48
H 3.408 1.066 -1.189 0.16 -0.09 0.01 0.21
H -0.552 -0.620 1.469 -0.99 -0.34 0.17 -1.31
H -1.275 -0.845 1.302 0.89 0.12 0.30 1.05
N -1.686 1.076 3.531 -0.69 1.06 2.33 -0.05
C -1.728 1.902 4.620 -2.08 -2.97 -1.32 -0.05
C -0.738 2.844 4.410 1.85 2.27 0.63 -0.71
C -0.110 2.499 3.227 0.90 0.66 -0.75 0.04
N -0.711 1.453 2.646 0.56 0.63 0.89 -0.20
H -2.247 0.243 3.413 -0.01 0.01 -0.27 0.26
H -2.437 1.816 5.448 0.16 -0.20 -0.32 0.51
H -0.526 3.673 5.096 0.04 -0.32 -0.42 0.49
H 0.772 3.024 2.812 -0.85 -0.56 0.01 0.39
```
Forces are in eV/Å.

Properties
HOMO level (alpha / beta): -21.24 / -20.36 eV
Charge: +4
Total energy: -55483.450 eV
HOMO-LUMO gap (alpha / beta): 5.987 / 4.432 eV

---

# 2
Formula: C23H49Al2BrCsF4N7O12S
Source: OMol25
Level of theory: the ωB97M-V functional and the def2-TZVPD basis

```
100
Properties=species:S:1:pos:R:3:forces:R:3:mulliken_charge:R:1
C 2.996 -1.183 -1.284 -0.03 0.76 0.79 -0.80
C 2.085 0.217 -1.296 -0.77 -1.54 0.46 0.09
C 1.397 0.491 -2.778 1.41 -0.50 -0.75 0.71
C 0.055 -0.401 -3.189 -0.11 -0.20 0.70 0.23
C -1.229 -0.166 -2.198 -1.83 0.58 4.33 0.40
O -1.237 -0.243 -0.865 0.93 -0.02 -7.71 -0.66
N -2.574 0.120 -2.893 1.24 0.40 2.33 0.04
C -3.714 0.020 -1.872 -1.21 -0.09 -0.08 -0.68
C -2.624 1.561 -3.371 -0.53 1.01 -0.39 -0.62
O 2.418 -0.153 -3.670 0.90 1.55 -1.14 -0.56
S 3.658 0.918 -4.226 -0.78 -1.47 -3.45 1.29
O 4.983 0.970 -3.406 -5.70 0.90 0.68 -0.34
O 3.974 0.575 -5.734 -5.30 1.77 6.46 -0.50
O 2.671 2.312 -4.179 1.36 -2.33 1.02 -0.49
C 1.434 2.056 -3.369 -1.32 1.93 -0.64 -0.21
N 0.361 2.333 -4.437 1.93 -0.02 0.45 -0.27
C 1.499 3.295 -2.297 -1.23 1.30 -0.16 -0.26
C 0.035 3.845 -1.797 -3.40 -1.01 3.17 0.25
C -0.804 4.948 -2.690 1.04 0.27 -0.13 -1.16
N -0.589 3.387 -0.635 2.80 2.14 -5.00 -0.52
H 3.063 -1.499 -0.156 -0.14 0.57 -2.18 0.37
H 4.085 -0.904 -1.628 -2.15 -0.88 0.39 0.24
H 2.504 -2.057 -1.887 1.04 1.87 1.06 0.18
H 1.313 0.098 -0.425 1.15 0.69 -1.87 0.57
H 2.837 1.068 -0.964 -2.22 -1.85 -0.21 -0.13
H 0.381 -1.539 -3.091 -0.59 2.31 0.12 -0.49
H -0.254 -0.251 -4.316 0.67 0.09 2.46 0.28
H -4.738 0.214 -2.451 2.48 -0.48 1.24 0.37
H -3.640 0.866 -1.034 -0.02 -2.03 -1.62 0.23
H -3.769 -1.065 -1.431 0.31 2.27 -0.62 0.24
H -2.197 1.684 -4.454 -0.53 -0.16 2.33 0.17
H -2.094 2.209 -2.553 -0.81 -0.86 -1.84 0.13
H -3.756 1.938 -3.401 2.44 -1.14 0.06 0.37
H 0.418 3.362 -4.699 0.03 -1.67 0.59 0.31
H 0.739 1.833 -5.296 -0.76 0.71 1.32 0.38
H 2.011 4.205 -2.876 -1.10 -2.05 1.20 0.50
H 2.165 3.105 -1.353 -1.75 0.23 -1.54 -0.19
H -0.130 5.319 -3.591 -1.58 -0.76 1.71 0.32
H -0.992 5.897 -2.014 0.32 -2.01 -1.31 0.40
H -1.844 4.529 -3.078 2.40 0.74 0.86 0.22
H -1.516 3.889 -0.529 1.27 -0.59 -0.36 0.34
Al 4.062 2.243 -1.487 2.20 0.59 -0.35 0.16
C -1.515 -3.836 -2.784 -0.09 0.19 0.04 -1.00
C -0.077 -4.239 -2.969 0.48 -0.29 -0.09 0.67
O 0.857 -3.519 -2.620 -0.24 -0.11 -0.13 -0.67
N 0.170 -5.449 -3.548 0.01 0.84 0.41 -0.18
C -0.790 -6.421 -4.018 0.34 -0.22 -0.10 -0.86
H -1.565 -2.851 -2.312 0.10 -0.23 -0.04 -0.02
H -2.016 -3.780 -3.755 -0.08 -0.10 0.16 0.37
H -2.024 -4.556 -2.136 -0.06 0.08 -0.18 0.46
H 1.157 -5.659 -3.644 -0.25 0.04 0.01 0.26
H -0.622 -7.355 -3.477 -0.25 -0.07 -0.14 0.29
H -0.614 -6.585 -5.084 -0.25 -0.15 0.04 0.28
H -1.821 -6.096 -3.868 0.27 0.02 0.01 0.34
O 7.389 3.553 -0.058 -0.17 -0.33 -0.29 -0.61
H 7.251 2.849 -0.710 0.18 0.25 0.25 0.28
H 8.345 3.712 -0.085 0.00 0.06 0.01 0.37
F -9.010 2.581 -1.615 1.28 -2.04 1.19 -0.45
Al -7.938 1.350 -0.853 1.46 2.17 -0.75 0.63
F -6.662 0.858 -2.024 -2.02 0.45 1.63 -0.38
F -8.914 -0.090 -0.388 4.43 4.38 -4.52 -0.31
F -7.167 2.052 0.615 -1.30 -1.30 -2.01 -0.42
C -6.476 0.261 3.535 0.63 0.30 0.54 0.88
O -5.665 0.462 4.426 0.61 0.14 0.73 -0.53
O -6.363 -0.593 2.648 0.18 -1.31 -1.21 -0.38
O -7.535 0.881 3.382 -1.50 0.79 -0.02 -0.34
Cs -10.110 -1.166 0.943 -3.83 -3.51 4.49 0.90
Br 6.190 0.555 -5.069 7.97 -1.12 -2.33 -0.51
C -3.008 -0.347 7.638 0.65 -0.24 -0.23 0.71
O -2.058 -0.831 8.232 0.06 -0.19 0.31 -0.67
N -4.059 0.203 8.272 -1.07 0.45 1.22 -0.35
N -3.088 -0.319 6.295 0.35 -0.15 -1.15 -0.34
H -4.850 0.607 7.800 0.15 -0.08 0.02 0.16
H -4.038 0.203 9.283 0.00 0.07 -0.41 0.22
H -2.317 -0.723 5.779 -0.32 0.16 0.21 0.18
H -3.862 0.075 5.788 0.02 -0.06 -0.02 0.21
C -5.799 -3.776 9.630 -0.30 -0.20 -0.14 -1.16
C -4.388 -4.249 9.939 0.03 0.73 -0.02 0.32
C -3.916 -3.739 11.291 0.19 -0.18 0.27 -1.15
O -3.502 -3.785 8.924 -0.07 -0.14 -0.06 -0.51
H -5.846 -2.681 9.592 0.08 -0.06 0.13 0.27
H -6.121 -4.140 8.649 0.06 -0.02 0.16 0.30
H -6.509 -4.129 10.385 0.02 0.07 -0.07 0.36
H -4.356 -5.344 9.927 0.12 0.14 -0.14 0.31
H -3.896 -2.643 11.312 -0.12 -0.08 -0.06 0.27
H -2.894 -4.077 11.495 -0.18 -0.01 -0.05 0.31
H -4.568 -4.091 12.096 0.06 0.06 -0.03 0.36
H -3.524 -2.814 8.927 0.24 -0.29 -0.03 0.27
C 9.190 1.977 -3.597 0.04 -0.01 -0.20 -0.74
C 10.577 2.551 -3.867 -0.42 0.06 -0.14 -0.54
C 11.498 2.479 -2.648 -0.45 0.74 0.61 -0.42
C 10.898 3.279 -1.503 -3.09 4.37 6.56 0.39
N 10.401 3.943 -0.554 3.89 -5.30 -7.60 -0.63
H 8.663 2.540 -2.820 0.09 -0.01 -0.02 0.13
H 8.576 2.023 -4.503 0.09 -0.14 0.26 0.18
H 9.253 0.929 -3.281 -0.10 0.14 -0.09 0.33
H 10.472 3.593 -4.194 0.16 -0.14 0.07 0.30
H 11.035 1.998 -4.695 0.07 0.09 0.17 0.34
H 12.483 2.889 -2.896 -0.12 0.03 0.28 0.31
H 11.634 1.440 -2.329 -0.08 0.21 0.14 0.28
```
Forces are in eV/Å.

Properties
HOMO level: -5.97 eV
Total energy: -165125.112 eV
HOMO-LUMO gap: 1.019 eV